Entry 1
Here is a molecular structure, C3H5O3 from the Open Molecules 2025 dataset. Energies are from wB97M-V/def2-TZVPD.

Cartesian coordinates (Å):
C 1.499 0.594 0.312
C 0.323 -0.201 0.620
C -0.741 0.277 -0.351
O 0.770 -1.498 0.108
O 1.887 -0.963 -0.636
O 2.304 1.364 0.147
H 2.760 -1.344 -0.312
H -0.038 -0.358 1.592
H -1.256 -0.677 -0.619
H -0.299 0.784 -1.226
H -1.348 0.910 0.237

Summary:
- <S²>: 2.01
- Multiplicity: 3
- Total charge: +1

***

Entry 2
Here is a gas-phase ion, C3H5O3 (charge +1) from the Open Molecules 2025 dataset. Energies are from wB97M-V/def2-TZVPD.

Cartesian coordinates (Å):
C -1.225 0.345 -1.007
C -1.009 -0.941 -0.275
C 0.206 -0.628 0.568
O -2.248 -0.899 0.500
O -2.603 0.413 0.601
O -2.174 1.025 -0.605
H -0.678 0.787 -1.826
H -0.997 -1.877 -0.795
H 1.107 -0.865 -0.104
H 0.103 -1.161 1.542
H 0.023 0.414 0.872

Summary:
- <S²>: 2.01
- Multiplicity: 3
- Total charge: +1

***

The most stable of them is entry 1.

***

Entry 1
Here is 2 unconnected molecules or ions with the total composition C4H6N2O4 from the Open Molecules 2025 dataset. Energies are from wB97M-V/def2-TZVPD.

Cartesian coordinates (Å):
C -1.464 -1.125 -0.230
C 0.843 0.209 -0.349
C -2.687 0.864 0.072
C 3.171 -0.318 -0.189
N -1.177 -2.140 0.318
N 0.528 1.276 0.048
O -0.050 2.300 0.293
O -0.364 -2.950 0.651
O -2.405 -0.279 -0.693
O 1.732 -0.719 -0.575
H -2.567 1.863 -0.424
H -2.005 1.008 0.980
H -3.748 0.896 0.461
H 3.642 -0.189 -1.106
H 3.488 -1.308 0.285
H 3.062 0.612 0.457

Summary:
- Multiplicity: 1

***

Entry 2
Here is a molecular structure, C4H6N2O4 from the Open Molecules 2025 dataset. Energies are from wB97M-V/def2-TZVPD.

Cartesian coordinates (Å):
C -0.542 1.478 0.414
N -0.324 0.036 0.297
C 2.084 0.255 -0.103
C -2.027 -0.803 0.168
C 0.272 -0.546 -0.690
O 2.359 0.846 1.070
O -1.963 -2.137 0.230
N 0.341 -1.394 -1.578
O 2.938 -0.021 -0.907
O -3.057 -0.184 0.168
H 3.321 1.031 1.096
H -2.875 -2.468 0.367
H 1.272 -1.608 -1.934
H -0.152 2.028 -0.443
H -0.038 1.806 1.322
H -1.608 1.681 0.523

Summary:
- Multiplicity: 1

***

The most stable of them is entry 2.

***

Entry 1
Here is 2 unconnected molecules or ions with the total composition C2HBrFO2 from the Open Molecules 2025 dataset. Energies are from wB97M-V/def2-TZVPD.

Cartesian coordinates (Å):
C 0.187 1.637 -0.293
C 0.426 -1.375 0.308
O -0.640 2.013 -1.030
O 1.026 1.414 0.457
F 0.008 -0.651 -1.015
Br -1.157 -2.584 0.668
H 0.151 -0.453 0.906

Summary:
- Multiplicity: 1
- Total charge: -1

***

Entry 2
Here is 2 unconnected molecules or ions with the total composition C2HBrFO2 from the Open Molecules 2025 dataset. Energies are from wB97M-V/def2-TZVPD.

Cartesian coordinates (Å):
C -3.947 -0.696 0.093
C -0.073 -0.281 0.350
O -3.958 -1.122 -0.974
O -4.118 -0.406 1.194
F -0.239 -1.405 -0.515
Br -1.610 1.004 -0.210
H 0.781 0.264 -0.144

Summary:
- Multiplicity: 1
- Total charge: -1

***

The most stable of them is entry 2.

***

Entry 1
Here is a molecular structure, C14H28O28S7 from the Open Molecules 2025 dataset. Energies are from wB97M-V/def2-TZVPD.

Cartesian coordinates (Å):
C 1.465 1.063 4.090
C 1.800 2.334 4.894
O 0.594 3.108 4.907
S -0.149 2.886 3.526
O 0.544 3.616 2.519
O -1.521 3.011 3.696
O 0.279 1.355 3.355
H 1.398 0.152 4.680
H 2.269 0.901 3.368
H 2.570 2.925 4.399
H 2.113 2.120 5.910
C 0.866 1.366 -0.399
C 0.702 -0.013 0.273
O -0.657 -0.079 0.723
S -1.508 1.113 0.096
O -2.441 1.715 0.966
O -1.919 0.644 -1.165
O -0.277 2.099 0.017
H 0.979 1.274 -1.479
H 1.728 1.889 0.009
H 1.397 -0.184 1.089
H 0.864 -0.796 -0.464
C -2.857 5.685 -0.965
C -2.613 4.234 -1.425
O -1.983 4.307 -2.707
S -1.675 5.830 -3.066
O -1.934 6.069 -4.424
O -0.437 6.199 -2.475
O -2.876 6.416 -2.209
H -2.021 6.061 -0.380
H -3.820 5.788 -0.479
H -3.536 3.667 -1.521
H -1.980 3.757 -0.681
C 4.163 0.213 -1.553
C 5.647 0.387 -1.189
O 5.755 0.144 0.233
S 4.347 0.008 0.928
O 3.826 1.238 1.402
O 4.411 -1.103 1.790
O 3.561 -0.408 -0.393
H 3.984 -0.461 -2.382
H 3.666 1.176 -1.665
H 5.966 1.416 -1.333
H 6.294 -0.326 -1.686
C -1.679 -3.203 2.662
C -1.202 -1.782 3.065
O -1.522 -1.649 4.467
S -1.751 -3.081 5.092
O -2.726 -3.055 6.103
O -0.482 -3.672 5.324
O -2.422 -3.688 3.782
H -0.816 -3.846 2.495
H -2.306 -3.188 1.776
H -1.714 -0.983 2.548
H -0.122 -1.727 2.944
C -3.403 -0.567 -3.985
C -2.976 -2.030 -3.992
O -1.740 -2.081 -4.726
S -1.006 -0.662 -4.708
O -0.779 -0.231 -6.037
O 0.087 -0.715 -3.815
O -2.188 0.159 -4.055
H -3.929 -0.389 -3.049
H -4.029 -0.294 -4.834
H -3.718 -2.715 -4.389
H -2.709 -2.341 -2.979
C 0.471 -5.743 -1.403
C -0.365 -4.552 -1.831
O 0.437 -3.410 -1.491
S 1.443 -3.755 -0.297
O 1.073 -3.066 0.881
O 2.774 -3.664 -0.774
O 1.015 -5.277 -0.144
H 1.303 -5.997 -2.054
H -0.182 -6.577 -1.165
H -1.328 -4.504 -1.326
H -0.492 -4.513 -2.912

Summary:
- Multiplicity: 1

***

Entry 2
Here is 7 unconnected molecules or ions with the total composition C14H28O28S7 from the Open Molecules 2025 dataset. Energies are from wB97M-V/def2-TZVPD.

Cartesian coordinates (Å):
C -3.386 -4.502 -2.519
C -2.869 -3.106 -2.731
O -3.928 -2.246 -2.403
S -5.241 -2.961 -1.785
O -6.328 -3.017 -2.756
O -5.642 -2.357 -0.487
O -4.493 -4.441 -1.609
H -2.675 -5.235 -2.138
H -3.779 -4.875 -3.465
H -2.738 -3.079 -3.813
H -1.894 -2.859 -2.309
C 0.047 5.511 -1.180
C 1.609 5.584 -0.965
O 1.784 4.939 0.286
S 0.469 5.083 1.282
O 0.612 6.206 2.133
O 0.126 3.826 1.994
O -0.598 5.335 0.033
H -0.103 4.628 -1.802
H -0.361 6.408 -1.646
H 1.978 6.608 -1.026
H 2.162 5.128 -1.787
C 0.583 1.633 -0.739
C 0.951 0.934 0.562
O 0.913 -0.479 0.267
S 1.464 -0.678 -1.246
O 0.785 -1.766 -2.009
O 2.931 -0.716 -1.244
O 0.810 0.747 -1.766
H 1.267 2.468 -0.893
H -0.486 1.846 -0.754
H 0.175 1.057 1.317
H 1.889 1.262 1.010
C 4.126 2.709 -0.366
C 5.390 1.766 -0.353
O 5.338 1.228 0.952
S 4.667 2.238 2.047
O 5.610 3.272 2.439
O 4.012 1.517 3.106
O 3.635 2.891 0.880
H 3.388 2.275 -1.041
H 4.430 3.715 -0.657
H 6.375 2.179 -0.572
H 5.140 0.921 -0.994
C -2.784 0.416 -2.207
C -3.551 1.094 -1.022
O -4.086 2.253 -1.623
S -3.324 2.683 -3.055
O -2.511 3.924 -3.070
O -4.213 2.428 -4.207
O -2.276 1.398 -2.957
H -3.425 -0.098 -2.923
H -1.912 -0.195 -1.971
H -3.079 1.299 -0.061
H -4.439 0.549 -0.702
C -1.884 -4.227 2.117
C -1.197 -4.067 0.724
O -0.918 -2.742 0.629
S -1.948 -1.743 1.480
O -2.889 -0.994 0.665
O -1.160 -0.996 2.466
O -2.656 -3.080 2.192
H -1.223 -4.303 2.980
H -2.521 -5.111 2.084
H -1.881 -4.316 -0.087
H -0.290 -4.652 0.572
C 2.995 -2.002 3.873
C 1.532 -2.011 3.415
O 1.129 -3.398 3.371
S 2.490 -4.285 2.866
O 2.655 -4.451 1.399
O 2.625 -5.524 3.650
O 3.560 -3.154 3.418
H 3.204 -1.972 4.942
H 3.455 -1.167 3.345
H 1.449 -1.750 2.360
H 0.925 -1.399 4.083

Summary:
- Multiplicity: 1

***

The most stable of them is entry 1.

***

Entry 1
Here is a single C6H6N2O2 molecule from the Open Molecules 2025 dataset. Energies are from wB97M-V/def2-TZVPD.

Cartesian coordinates (Å):
C 1.327 -1.171 1.371
C -0.142 -0.966 1.718
C -0.985 -0.201 1.145
C -0.910 0.464 -0.236
C -1.269 1.692 -1.902
C -0.126 0.955 -2.228
H 2.977 -0.824 1.851
H -0.343 -1.521 2.588
H -2.173 0.036 1.347
H -1.509 2.451 -2.506
H 0.309 0.699 -3.057
H 0.763 -0.631 -1.044
N -1.751 1.330 -0.652
N 0.027 0.194 -1.109
O 2.142 -0.800 2.378
O 1.664 -1.707 0.339

Summary:
- Multiplicity: 1

***

Entry 2
Here is a single C6H6N2O2 molecule from the Open Molecules 2025 dataset. Energies are from wB97M-V/def2-TZVPD.

Cartesian coordinates (Å):
O -0.045 1.932 -1.500
C -0.303 1.435 -0.426
C 0.279 0.136 0.032
N 0.308 -0.041 1.473
C -0.662 -0.823 0.751
C -2.068 -0.521 0.929
C -3.246 -0.284 1.063
C 1.340 -0.520 -0.792
N 2.246 -1.266 -0.359
H -0.907 1.968 0.335
H 1.121 -0.607 1.721
H -0.428 -1.877 0.570
H -4.305 -0.101 1.122
O 2.083 0.339 -1.861
H 3.121 -0.852 -1.042
H 1.465 1.080 -2.016

Summary:
- Multiplicity: 1

***

The most stable of them is entry 1.

***

Entry 1
Here is 2 unconnected molecules or ions with the total composition C2H5I from the Open Molecules 2025 dataset. Energies are from wB97M-V/def2-TZVPD.

Cartesian coordinates (Å):
C -0.030 1.122 1.253
C 0.435 -2.006 -1.557
I -1.088 -2.574 -2.777
H 0.910 1.558 0.940
H -0.840 1.571 0.692
H -0.179 1.306 2.309
H 0.802 -1.035 -1.928
H -0.010 0.056 1.070

Summary:
- Multiplicity: 1

***

Entry 2
Here is 2 unconnected molecules or ions with the total composition C2H5I from the Open Molecules 2025 dataset. Energies are from wB97M-V/def2-TZVPD.

Cartesian coordinates (Å):
C 1.096 -0.804 0.019
C -0.846 0.878 0.002
I -2.667 -0.108 -0.075
H 1.217 -0.740 1.085
H 0.561 -1.656 -0.349
H 1.820 -0.324 -0.599
H -0.528 1.273 -0.950
H -0.653 1.481 0.867

Summary:
- Multiplicity: 1

***

The most stable of them is entry 2.

***

Entry 1
Here is a molecular structure, C25H43CoF3P2 from the Open Molecules 2025 dataset. Energies are from wB97M-V/def2-TZVPD.

Cartesian coordinates (Å):
Co -0.002 -4.476 -0.844
C -0.810 1.659 0.575
C -1.180 1.523 -0.799
C -2.165 -0.206 0.373
C -1.363 0.551 1.284
C -1.981 0.359 -0.918
C -0.160 2.823 1.208
H 0.667 3.210 0.591
H 0.242 2.551 2.195
H -0.908 3.630 1.347
C -1.149 0.222 2.708
H -0.256 0.731 3.094
H -1.007 -0.864 2.848
H -2.007 0.539 3.325
C -2.884 -1.480 0.634
H -3.997 -1.495 0.537
H -2.690 -1.918 1.623
H -2.480 -2.215 -0.102
C -2.569 -0.169 -2.171
H -3.333 0.513 -2.587
H -3.045 -1.140 -1.977
H -1.820 -0.320 -2.968
C -0.914 2.460 -1.913
H -1.878 2.800 -2.340
H -0.327 1.990 -2.724
H -0.359 3.342 -1.564
C 2.832 0.012 0.255
C 2.843 1.339 0.025
C 2.864 1.931 -1.345
C 2.801 1.022 -2.595
C 1.602 0.173 -2.913
C 1.269 -1.068 -2.543
C 1.932 -1.820 -1.459
C 3.118 -1.105 -0.726
H 3.763 2.568 -1.416
H 3.749 0.503 -2.701
H 2.012 2.605 -1.477
H 3.889 -0.880 -1.476
H 2.333 -0.382 1.169
H 2.838 2.049 0.895
H 3.574 -1.963 -0.182
H 1.211 -2.303 -0.741
H 0.461 -1.583 -3.109
H 2.370 -2.731 -1.952
H 2.800 1.725 -3.443
H 0.974 0.556 -3.728
P 3.442 -4.759 -2.679
P 1.555 -6.770 -3.838
C 4.275 -6.148 -3.648
C 3.348 -7.344 -3.744
H 5.206 -6.411 -3.129
H 4.547 -5.754 -4.640
H 3.583 -7.937 -4.640
H 3.431 -7.990 -2.857
C 0.950 -8.495 -4.061
H -0.115 -8.473 -4.319
H 1.089 -9.038 -3.118
H 1.507 -9.007 -4.858
C 1.650 -6.343 -5.641
H 2.181 -7.131 -6.195
H 2.163 -5.385 -5.790
H 0.626 -6.265 -6.028
C 4.381 -5.061 -1.124
H 4.182 -4.263 -0.398
H 5.457 -5.106 -1.346
H 4.059 -6.020 -0.696
C 4.489 -3.464 -3.486
H 4.263 -3.468 -4.563
H 5.551 -3.712 -3.344
H 4.280 -2.464 -3.083
F -1.202 -3.599 1.911
C -0.099 -4.196 1.292
F 1.050 -3.423 1.692
F 0.081 -5.425 1.930

Summary:
- <S²>: 6.00
- Multiplicity: 5
- Total charge: +1

***

Entry 2
Here is a molecular structure, C25H43CoF3P2 from the Open Molecules 2025 dataset. Energies are from wB97M-V/def2-TZVPD.

Cartesian coordinates (Å):
Co -0.813 1.031 2.142
C 0.821 -0.298 4.822
C 1.889 0.294 4.073
C 0.024 1.673 3.880
C -0.314 0.493 4.693
C 1.431 1.491 3.528
C 1.000 -1.428 5.767
H 1.700 -2.193 5.400
H 0.048 -1.917 6.008
H 1.418 -1.042 6.711
C -1.563 0.398 5.467
H -1.790 -0.637 5.740
H -2.420 0.781 4.893
H -1.490 0.996 6.398
C -0.698 2.989 3.980
H -0.461 3.616 4.855
H -1.775 2.816 4.007
H -0.484 3.589 3.097
C 2.250 2.506 2.827
H 2.734 3.179 3.552
H 1.633 3.127 2.160
H 3.039 2.043 2.223
C 3.308 -0.148 4.128
H 3.875 0.462 4.855
H 3.823 -0.035 3.157
H 3.426 -1.193 4.447
C -0.722 -2.133 1.712
C 0.300 -2.592 2.438
C 1.738 -2.738 2.035
C 2.211 -1.894 0.831
C 1.831 -0.453 0.785
C 0.631 0.060 0.392
C -0.403 -0.713 -0.406
C -0.852 -2.051 0.219
H 1.976 -3.793 1.813
H 1.907 -2.397 -0.097
H 2.341 -2.476 2.924
H -0.316 -2.913 -0.207
H -1.599 -1.690 2.245
H 0.095 -2.917 3.480
H -1.927 -2.171 -0.002
H -1.305 -0.078 -0.483
H 0.526 1.177 0.340
H -0.004 -0.887 -1.424
H 3.318 -1.909 0.879
H 2.658 0.245 0.998
P -1.037 -0.735 -4.309
P -0.726 1.893 -5.727
C -1.075 -0.837 -6.193
C -1.428 0.525 -6.801
H -1.815 -1.598 -6.494
H -0.085 -1.179 -6.543
H -1.032 0.614 -7.829
H -2.521 0.665 -6.846
C -1.530 3.235 -6.742
H -1.109 4.207 -6.442
H -2.614 3.233 -6.545
H -1.355 3.082 -7.824
C 0.898 1.968 -6.639
H 0.730 1.950 -7.727
H 1.528 1.118 -6.346
H 1.398 2.906 -6.363
C -2.526 -1.800 -4.068
H -2.632 -2.043 -3.006
H -2.439 -2.720 -4.662
H -3.409 -1.240 -4.398
C 0.309 -1.989 -4.110
H 1.254 -1.533 -4.432
H 0.108 -2.876 -4.726
H 0.397 -2.275 -3.057
F -3.528 1.423 2.832
C -2.677 1.252 1.741
F -3.201 0.154 1.070
F -2.892 2.328 0.898

Summary:
- <S²>: 6.03
- Multiplicity: 5
- Total charge: +1

***

The most stable of them is entry 2.